# 1
Below is a single C22H32N4O2 molecule, with properties calculated with ωB97M-V/def2-TZVPD.

XYZ file:
```
60
Properties=species:S:1:pos:R:3:forces:R:3
C 4.64792 -4.36862 -0.05773 -0.048 -0.023 0.025
C 3.43307 -4.47634 0.81829 0.016 0.006 -0.067
C 3.18311 -5.67308 1.47186 -0.110 -0.011 0.020
C 2.13367 -5.81105 2.36269 -0.024 -0.076 0.054
C 1.32704 -4.71969 2.62483 -0.026 -0.082 0.062
C 1.54618 -3.52312 1.96896 -0.022 0.132 -0.053
C 2.57657 -3.38325 1.03864 0.036 -0.291 0.203
N 2.83862 -2.17355 0.37918 0.119 0.171 0.045
C 2.39856 -0.92279 0.95160 -0.182 0.210 0.141
C 1.01704 -0.46874 0.46528 0.264 0.006 0.135
N 1.00236 -0.40750 -0.98808 -0.093 0.013 -0.087
C 1.30113 -1.72962 -1.50788 0.308 -0.092 -0.058
C 2.71350 -2.13310 -1.06101 -0.308 -0.060 -0.297
H 2.94870 -3.10768 -1.48315 0.073 0.018 -0.006
H 3.42152 -1.39039 -1.44595 -0.020 -0.069 -0.093
H 1.28592 -1.70928 -2.59670 -0.047 -0.053 0.006
H 0.57935 -2.48805 -1.15335 0.013 0.006 -0.063
C -0.20796 0.25007 -1.47773 0.177 0.226 -0.154
C -0.65484 -0.15906 -2.88326 -0.199 -0.062 0.282
C -1.87497 0.66292 -3.30043 0.243 0.126 -0.057
C -1.57894 2.15898 -3.21795 -0.435 0.003 -0.191
N -1.12788 2.48936 -1.87949 0.089 0.035 -0.323
C -1.98190 3.10780 -1.03433 0.206 0.169 0.219
O -3.04279 3.57230 -1.40660 -0.336 0.023 0.088
C -1.51653 3.24142 0.42097 -0.214 -0.060 0.124
N -2.56188 3.74529 1.26317 0.196 0.146 -0.481
C -3.16338 2.97702 2.19458 -0.155 -0.037 0.296
O -2.87331 1.82407 2.43628 0.001 -0.378 0.104
C -4.20567 3.83485 2.89141 -0.091 0.010 -0.023
H -5.11919 3.27083 3.06697 0.069 -0.057 0.034
C -4.39004 5.02493 1.95088 0.029 0.011 0.054
H -4.61051 5.95095 2.47817 -0.029 0.014 -0.051
H -5.20030 4.82130 1.25114 0.010 0.022 -0.014
C -3.06360 5.09780 1.18675 0.042 0.392 -0.094
H -3.19876 5.39186 0.14521 0.020 0.008 0.120
H -2.35396 5.78716 1.66627 -0.068 0.000 -0.045
H -3.80131 4.13683 3.86020 0.012 -0.047 0.018
H -0.64049 3.90086 0.46717 -0.004 -0.144 -0.011
H -1.26410 2.25576 0.82407 0.125 0.121 -0.052
C 0.06499 1.77003 -1.50845 0.009 -0.370 0.340
H 0.44961 2.11457 -0.55262 0.030 0.019 -0.009
H 0.83384 1.96270 -2.26430 0.016 -0.032 0.094
H -2.47554 2.74503 -3.42354 0.182 -0.042 -0.041
H -0.79380 2.43354 -3.92975 -0.021 0.006 -0.001
H -2.16610 0.40345 -4.31903 -0.058 -0.018 -0.006
H -2.71270 0.43456 -2.63845 -0.073 0.002 -0.023
H -0.91533 -1.21792 -2.90865 0.096 -0.033 -0.049
H 0.16022 0.01686 -3.58891 0.094 -0.054 -0.055
H -1.05318 0.06270 -0.79012 0.037 0.024 -0.036
H 0.81279 0.52197 0.87538 -0.043 -0.001 0.041
H 0.23359 -1.15472 0.83181 0.012 0.084 -0.022
H 2.41318 -0.99398 2.03974 0.032 0.027 -0.029
H 3.12623 -0.16154 0.64378 -0.083 0.040 0.093
H 0.89779 -2.68903 2.18724 -0.053 0.086 -0.025
H 0.51646 -4.79779 3.33472 -0.061 0.002 0.051
H 1.96140 -6.75364 2.86006 -0.008 -0.075 0.050
H 3.84318 -6.51055 1.29217 0.084 -0.065 -0.012
H 4.98576 -3.33719 -0.11364 0.071 0.064 -0.054
H 4.44622 -4.72502 -1.06871 0.047 0.037 -0.098
H 5.44942 -4.98145 0.35030 0.057 -0.025 -0.017
```
Forces are in eV/Å.

## Properties
Kohn-Sham gap ... 0.3116 hartree
Relative energy (zero: lowest compared OMol25 entry of this formula, charge and spin) ... 9.92 kcal/mol
LUMO ... 0.7 eV
Strongest force on any atom ... 0.54 eV/A



# 2
Below is 12 unconnected molecules or ions with the total composition C6H37N2O11, with properties calculated with ωB97M-V/def2-TZVPD.

XYZ file:
```
56
Properties=species:S:1:pos:R:3:forces:R:3
C -0.68182 2.06897 -0.37869 -0.591 0.150 1.351
N 0.77047 1.82920 -0.35416 -1.901 -1.624 0.934
C 1.06496 0.61025 -1.11282 0.101 -0.614 -3.976
C 2.49817 0.52694 -1.71530 0.219 1.232 0.161
C 3.18466 -0.74299 -1.32560 0.007 0.627 0.411
C 4.48161 -0.99311 -1.42784 1.102 0.066 0.253
C -1.33457 2.46617 1.01574 1.307 1.140 -1.107
N -1.45236 1.40864 2.08770 -0.239 0.284 -0.910
H -0.94444 2.86685 -1.08038 -0.050 0.069 0.171
H -1.22280 1.19248 -0.72864 0.317 -0.163 -0.102
H 1.30982 2.67384 -0.46831 0.249 -0.376 -0.653
H 0.77906 -0.39620 -0.75341 0.296 0.771 1.649
H 0.40063 0.49870 -2.04538 0.882 1.084 1.488
H 2.49912 0.59129 -2.82851 -0.346 -0.093 0.690
H 3.07432 1.42704 -1.41862 -0.076 -0.412 0.037
H 2.43194 -1.35295 -0.84660 0.447 -1.291 -0.423
H 4.96312 -1.96242 -1.30790 -0.520 -0.011 0.438
H 5.25012 -0.21176 -1.58783 -0.862 -0.241 -0.536
H -2.29200 2.95689 0.78055 0.391 -0.474 0.525
H -0.60756 3.20791 1.42074 -0.862 -0.340 0.073
H -2.31366 1.45348 2.63002 0.123 0.683 0.104
H -0.64643 1.47542 2.70944 0.173 -0.368 0.370
H -1.54574 0.44104 1.77267 0.582 0.170 -0.421
H -1.53704 -3.53743 -1.02699 0.036 0.115 0.025
H -1.08260 -2.52496 -2.12415 -0.024 0.283 0.267
O -1.35478 -2.59988 -1.17307 0.304 -0.462 -0.113
H -1.07104 -0.49856 4.63751 0.400 -0.275 0.262
H 0.38542 -0.31129 4.01211 -0.189 -0.163 0.836
O -0.53676 0.01249 4.02959 -0.421 0.252 -0.601
H -4.29346 -1.46456 -1.53802 0.802 -0.370 -0.016
H -2.74903 -1.86377 -0.99088 -0.636 -0.111 -0.631
O -3.65920 -1.49508 -0.80826 -0.433 0.682 0.812
H 2.93413 -2.34962 2.30707 0.125 -0.009 -0.212
H 3.54905 -1.19619 1.47727 0.030 -0.050 0.029
O 2.94660 -1.39010 2.20504 0.437 0.459 -0.052
H 1.16547 1.43457 1.39071 0.921 0.504 -0.342
H 2.27534 1.96319 2.45504 -0.173 -0.048 -0.459
O 1.43962 1.50266 2.32818 -0.633 -0.384 0.921
H 1.11351 -2.15362 1.59265 0.376 0.174 0.333
H 0.57397 -3.40194 1.04117 0.048 -0.598 0.099
O 1.19532 -3.10692 1.71705 -0.932 0.017 -0.590
H 2.29566 -0.54449 3.77618 0.305 -0.142 0.345
H 2.11879 -1.72272 4.71801 0.040 0.168 0.130
O 2.01536 -0.76234 4.68748 -0.192 -0.025 -0.492
H -1.66320 1.12780 -3.22774 0.148 -0.599 0.215
H -0.60581 1.57691 -4.19662 0.336 -0.564 0.242
O -0.75344 0.88958 -3.51893 -0.656 1.282 -1.104
H -1.01928 -2.18804 -4.46545 0.174 0.173 0.326
H -0.48261 -0.90719 -3.74758 -0.337 -0.108 0.044
O -0.68902 -1.85359 -3.61806 0.087 -0.209 -0.507
H -3.34389 0.74191 -1.53308 0.097 -0.016 0.020
H -4.02631 1.55977 -2.62432 -0.112 0.162 -0.162
O -3.24629 1.02911 -2.45214 -0.139 0.048 0.041
H -4.39228 1.23107 0.76551 0.010 -0.340 -0.080
H -3.64417 -0.07434 0.26769 -0.381 -0.208 -0.074
O -3.52464 0.84187 0.60019 -0.166 0.092 -0.040
```
Forces are in eV/Å.

## Properties
Total charge ... +1
Kohn-Sham gap ... 0.3402 hartree
Relative energy (zero: lowest compared OMol25 entry of this formula, charge and spin) ... 46.07 kcal/mol
LUMO ... -2.5 eV
Strongest force on any atom ... 4.02 eV/A



# 3
Below is a molecular structure, C21H31CaF5OP2, with properties calculated with ωB97M-V/def2-TZVPD.

XYZ file:
```
61
Properties=species:S:1:pos:R:3:forces:R:3
P -0.77834 -2.02353 -1.29812 1.624 0.893 -1.269
P -0.11009 1.79120 -2.14710 1.737 -0.814 -0.558
C -1.31234 -0.76080 -2.62011 -0.951 -0.730 0.503
C -0.17132 0.19804 -3.02090 -0.388 0.014 -0.758
H -2.15788 -0.19458 -2.17230 0.273 -0.289 -0.459
H -1.68294 -1.29656 -3.51420 0.002 0.312 0.379
H 0.82887 -0.26501 -2.91883 -0.657 0.390 -0.203
H -0.34499 0.53441 -4.06364 0.250 -0.632 0.188
C -1.77628 2.39998 -2.16070 -0.586 0.694 -0.865
H -1.98230 3.03342 -1.30104 0.019 0.075 0.075
H -2.50028 1.58681 -2.21145 0.066 0.210 0.095
H -1.85076 2.97800 -3.08760 -0.497 0.201 0.183
C 0.93604 2.75390 -3.27190 -0.581 0.320 -0.709
H 0.36683 2.94416 -4.19125 0.216 0.068 0.014
H 1.84065 2.18313 -3.52953 -0.334 0.114 0.320
H 1.24058 3.71412 -2.83797 -0.084 -0.293 0.033
C -2.08693 -3.14303 -0.75224 -1.005 -0.959 -0.769
H -1.84412 -3.41225 0.30005 -0.278 0.308 -0.446
H -2.02557 -4.05995 -1.35169 -0.551 0.123 0.095
H -3.10694 -2.70715 -0.84919 0.225 -0.626 -0.189
C 0.11094 -3.06484 -2.53699 -0.277 -0.603 0.085
H 0.98700 -2.58270 -2.99415 -0.414 0.013 0.372
H -0.61738 -3.29930 -3.32965 0.338 -0.210 0.137
H 0.45104 -3.98431 -2.04334 -0.042 0.105 -0.241
Ca -2.79926 -1.18937 0.91579 1.351 0.404 1.455
C 2.32863 2.06586 -0.56969 -0.925 1.633 -0.198
C 0.94691 1.82273 -0.51905 -0.809 -0.784 2.555
C 0.36740 0.50298 0.15710 -0.405 1.036 -0.791
C 1.30581 -0.64088 0.52895 0.026 -0.139 1.592
C 1.95842 -1.33054 -0.63188 0.502 -0.201 -0.829
C 2.62199 -0.77469 -1.67648 0.096 -1.048 -0.314
C 3.69495 0.24343 -1.50463 0.033 1.044 0.249
C 3.44203 1.18690 -0.29272 1.282 -1.276 -1.203
C -1.30133 -2.46222 2.33646 -0.636 -0.144 -0.325
H 2.56195 3.06614 -0.93118 0.253 0.043 0.353
H 0.39174 2.69193 -0.10180 0.016 -0.168 -0.035
H -0.30483 0.01240 -0.61017 0.620 0.877 1.090
H -0.32831 0.80365 0.97633 1.027 -0.436 -0.439
H 1.97741 -0.35583 1.35520 -0.276 -0.137 -0.227
H 0.60354 -1.38592 0.94175 0.458 0.170 0.147
H 1.85771 -2.42699 -0.63460 -0.801 0.544 -0.499
H 2.49802 -1.21217 -2.72298 1.022 -0.283 1.474
H 3.83604 0.88989 -2.38047 0.025 -0.216 -0.025
H 4.63502 -0.31118 -1.32680 -0.215 -0.085 -0.297
H 3.37293 0.54895 0.59164 0.101 0.343 0.053
H 4.35924 1.77914 -0.20733 -0.130 0.023 0.235
H -0.72511 -1.83552 3.02718 -0.165 -0.018 -0.124
H -0.62029 -3.22139 1.93321 -0.056 -0.117 0.161
H -2.09440 -2.96911 2.91944 0.386 -0.191 0.171
F -0.63653 1.27504 7.28444 -0.081 0.117 -0.355
C -1.03577 1.13550 6.00229 -0.042 -0.256 0.322
C -0.37111 1.81392 4.98019 0.112 0.110 0.479
F 0.63485 2.65625 5.28385 -0.424 -0.315 -0.055
C -0.75094 1.62728 3.67009 -0.522 -0.157 -0.225
F -0.18004 2.35466 2.67839 -0.153 -0.497 0.593
C -1.76975 0.69909 3.34860 -0.379 -0.164 0.115
O -2.04181 0.39659 2.11571 -0.969 0.519 -0.440
C -2.49494 0.09146 4.41377 0.533 -0.241 -0.612
F -3.49599 -0.80240 4.08306 0.794 0.856 0.310
C -2.10101 0.27526 5.72559 -0.340 0.038 0.379
F -2.75668 -0.34399 6.74462 0.585 0.431 -0.751
```
Forces are in eV/Å.

## Properties
Kohn-Sham gap ... 0.1347 hartree
Relative energy (zero: lowest compared OMol25 entry of this formula, charge and spin) ... 50.67 kcal/mol
LUMO ... -1.2 eV
Strongest force on any atom ... 2.79 eV/A



# 4
Below is a gas-phase ion, C13H15N2O6S (charge -1), with properties calculated with ωB97M-V/def2-TZVPD.

XYZ file:
```
37
Properties=species:S:1:pos:R:3:forces:R:3
C 4.73536 -0.73660 3.87421 -0.487 -0.253 0.050
C 3.69152 -1.82212 3.61692 -0.138 -0.247 0.062
O 2.64266 -1.19953 2.81851 0.817 0.193 1.493
C 1.45062 -1.74466 2.97079 -0.552 -3.526 -0.684
N 0.59848 -1.21256 1.95279 0.910 -1.653 3.373
C -0.76485 -1.49707 2.24373 -1.501 -1.332 -1.709
C -1.55434 -0.20914 2.15842 -0.105 0.450 0.576
O -1.23006 -2.62664 2.42364 1.075 2.742 -0.012
O 1.23179 -2.70717 3.75802 0.000 3.411 -1.826
H 5.67554 -1.21121 4.19876 -0.232 0.328 -0.203
H 4.85460 -0.17210 2.93175 0.250 -0.118 0.612
H 4.36341 -0.07922 4.69294 0.361 -0.248 -0.685
H 4.04141 -2.67171 3.00279 0.148 0.433 0.277
H 3.29564 -2.25495 4.56816 0.096 0.518 -0.886
H -0.82425 0.61558 2.36809 -0.992 -0.580 -0.276
H -2.00265 -0.04571 1.15224 0.352 -0.266 0.704
H -2.33183 -0.26591 2.93624 0.024 0.225 -0.399
C -4.24863 2.10975 -4.21111 0.117 -0.032 0.046
C -2.94119 1.70120 -3.58306 0.003 -0.155 0.223
C -2.20680 0.62925 -4.14467 -0.048 0.650 0.741
C -1.04280 0.21352 -3.49516 -0.228 0.131 0.010
C -0.65472 0.81607 -2.29339 0.460 0.674 0.143
S 0.93305 0.34547 -1.54293 -1.265 -0.378 -0.093
N 0.60975 0.06267 0.03536 0.566 -0.204 -0.930
C 1.16556 -1.02445 0.60199 0.657 -1.558 -0.417
O 1.96853 -1.92084 0.28266 -1.268 2.243 -0.043
O 1.17718 -0.86010 -2.29036 1.123 -0.187 -0.094
O 1.76283 1.52286 -1.69014 0.064 -0.458 0.141
C -1.31416 1.93816 -1.81021 -0.289 0.040 -0.185
C -2.48922 2.37293 -2.42144 -0.003 -0.485 -0.560
H -4.67671 2.93186 -3.62817 -0.128 -0.115 -0.303
H -4.10367 2.41853 -5.25458 -0.126 0.028 0.216
H -4.93834 1.25687 -4.20372 -0.017 0.243 -0.024
H -2.55464 0.12068 -5.06562 0.264 0.475 0.639
H -0.40256 -0.52804 -3.95507 -0.095 -0.186 0.319
H -0.86467 2.50818 -1.00427 -0.169 -0.218 0.177
H -3.05185 3.22615 -1.99415 0.357 -0.587 -0.470
```
Forces are in eV/Å.

## Properties
Total charge ... -1
Kohn-Sham gap ... 0.3196 hartree
LUMO ... 2.8 eV
Strongest force on any atom ... 3.87 eV/A